Entry 1:
The following is a quantum chemistry calculation of a structure of composition C24H20BrClN3O2STi, from the Open Molecules 2025 dataset.

Orbital gap: 7.74 eV
E_LUMO: 2.50 eV
ΔE to the lowest compared entry with this formula, charge and spin: 0.1282 eV

```
! wB97M-V def2-TZVPD RIJCOSX def2/J DEFGRID3
* xyz -1 1
Ti 0.227 -1.512 -0.434
O 3.722 2.599 -0.009
C 4.506 1.491 -0.083
C 5.884 1.660 -0.076
C 6.713 0.556 -0.206
C 6.178 -0.717 -0.343
C 4.800 -0.885 -0.312
C 3.956 0.207 -0.167
C 2.463 0.039 -0.022
O 2.036 -1.283 -0.152
N 1.775 0.870 -0.989
N 0.408 0.406 -1.050
C -0.327 1.344 -1.773
C -1.589 1.326 -2.173
Br -1.965 -1.720 -1.608
C -2.756 1.862 -2.466
C -3.447 2.851 -1.610
C -3.191 2.970 -0.243
C -3.803 3.962 0.507
C -4.688 4.853 -0.091
C -4.972 4.725 -1.443
C -4.366 3.726 -2.192
H 2.808 2.336 -0.245
H 6.286 2.661 0.021
H 7.788 0.696 -0.207
H 6.826 -1.575 -0.466
H 4.353 -1.868 -0.385
H 2.166 0.420 0.966
H 2.197 0.710 -1.903
H 0.256 2.202 -2.102
H -3.285 1.563 -3.369
H -2.522 2.260 0.227
H -3.592 4.038 1.566
H -5.154 5.636 0.494
H -5.665 5.407 -1.920
H -4.587 3.631 -3.249
Cl -3.572 -6.133 2.526
C -2.641 -4.669 2.307
C -1.266 -4.706 2.445
C -0.542 -3.540 2.260
C -1.157 -2.336 1.907
C -0.340 -1.135 1.570
C -2.551 -2.335 1.809
C -3.294 -3.486 2.005
H -0.765 -5.634 2.686
H 0.536 -3.570 2.374
H 0.563 -1.084 2.176
H -0.915 -0.214 1.628
H -3.061 -1.411 1.566
H -4.372 -3.469 1.920
S 2.120 -5.778 -0.333
C 1.236 -4.454 -0.577
N 0.583 -3.492 -0.762
*
```

Atomic partial charges in e from the Mulliken method, atoms 1 to 8:
1. Ti 0.490
2. O -0.697
3. C 0.208
4. C -0.633
5. C -0.310
6. C -0.764
7. C -0.475
8. C 0.432

***

Entry 2:
The following is a quantum chemistry calculation of a structure of composition C24H20Cl3GeN4O3OsPS, from the Open Molecules 2025 dataset.

Orbital gap (spin up / spin down): 6.74 / 6.34 eV
E_LUMO (spin up / spin down): -10.56 / -10.96 eV
ΔE to the lowest compared entry with this formula, charge and spin: 0.0000 eV

```
! wB97M-V def2-TZVPD RIJCOSX def2/J DEFGRID3
* xyz 3 2
Os 0.950 -1.328 -0.185
O -1.750 -1.632 -1.587
S -1.871 -2.734 -0.478
O -2.500 -3.919 -0.892
O -0.437 -2.870 -0.034
C -2.655 -1.735 0.715
C -3.595 -2.153 1.633
C -4.123 -1.179 2.479
C -3.709 0.143 2.380
C -2.752 0.543 1.445
C -2.215 -0.408 0.597
P -1.040 -0.279 -0.788
C 0.862 0.771 0.122
C 0.405 1.338 1.313
C 0.571 2.703 1.541
C 1.198 3.496 0.596
C 1.648 2.934 -0.598
C 1.474 1.586 -0.840
C -1.377 0.983 -1.969
C -1.559 2.294 -1.512
C -1.928 3.272 -2.412
C -2.095 2.950 -3.756
C -1.904 1.650 -4.205
C -1.551 0.652 -3.316
H -3.929 -3.182 1.671
H -4.879 -1.454 3.201
H -4.152 0.887 3.028
H -2.469 1.585 1.376
H -0.072 0.734 2.071
H 0.215 3.135 2.468
H 1.336 4.553 0.780
H 2.127 3.555 -1.343
H 1.801 1.171 -1.786
H -1.409 2.549 -0.470
H -2.087 4.286 -2.072
H -2.382 3.721 -4.458
H -2.044 1.410 -5.250
H -1.430 -0.364 -3.664
N 2.357 -1.344 3.670
C 1.096 -1.703 4.075
C 0.331 -1.767 2.949
N 1.121 -1.445 1.875
C 2.342 -1.194 2.340
C 3.351 -0.874 1.348
N 2.948 -0.864 0.071
C 4.052 -0.584 -0.707
C 5.120 -0.432 0.115
N 4.657 -0.623 1.402
H 3.150 -1.237 4.287
H 0.860 -1.890 5.109
H -0.709 -2.025 2.846
H 4.002 -0.517 -1.780
H 6.155 -0.218 -0.091
H 5.237 -0.594 2.230
Cl -1.083 -3.197 -4.603
Ge 0.697 -3.624 -3.557
Cl 1.284 -1.512 -2.608
Cl 2.357 -4.020 -4.774
*
```

Atomic partial charges in e from the Mulliken method, atoms 1 to 8:
1. Os 1.561
2. O -0.436
3. S 1.166
4. O -0.620
5. O -0.617
6. C 0.357
7. C -0.669
8. C -0.739

***

Entry 3:
The following is a quantum chemistry calculation of a structure of composition C24H20Cl5CrN7O11S, from the Open Molecules 2025 dataset.

Orbital gap (spin up / spin down): 6.84 / 7.11 eV
E_LUMO (spin up / spin down): 1.61 / 1.70 eV
ΔE to the lowest compared entry with this formula, charge and spin: 0.0000 eV

```
! wB97M-V def2-TZVPD RIJCOSX def2/J DEFGRID3
* xyz -1 4
Cr -1.321 -0.129 1.146
O 1.377 -5.288 2.475
C 0.752 -4.092 2.254
C 1.536 -2.978 1.785
C 0.874 -1.823 1.583
N -0.453 -1.666 1.804
C -1.268 -2.708 2.287
C -0.563 -3.991 2.497
C -2.641 -1.176 3.643
O -3.393 -1.094 4.584
O -2.462 -0.242 2.761
C 1.491 -0.536 1.126
O 2.683 -0.406 0.915
O 0.606 0.410 0.995
H 2.295 -5.205 2.203
H 2.604 -3.026 1.632
H -1.148 -4.833 2.831
N -3.136 0.772 0.155
N -4.063 -0.187 -0.302
C -3.837 -1.478 0.132
N -4.828 -2.375 -0.107
N -2.723 -1.665 0.743
N -2.370 -2.874 1.275
O -3.097 -3.899 1.210
O -1.930 -2.357 3.511
H -3.576 1.441 0.781
H -2.734 1.234 -0.644
H -5.026 0.107 -0.336
H -5.366 -2.220 -0.943
H -4.557 -3.329 0.107
Cl -0.922 3.082 -0.218
C -1.012 2.938 1.524
C -0.981 1.699 2.157
C -0.647 1.720 3.509
Cl -0.240 0.254 4.324
C -0.561 2.905 4.233
Cl -0.219 2.884 5.923
C -0.744 4.128 3.596
Cl -0.675 5.605 4.486
C -0.927 4.147 2.223
Cl -1.018 5.662 1.396
C 2.236 4.416 -1.328
C 2.566 3.144 -2.058
C 2.297 3.010 -3.423
C 2.573 1.833 -4.091
C 3.143 0.772 -3.393
C 3.411 0.881 -2.037
C 3.114 2.065 -1.378
S 3.448 -0.760 -4.214
O 4.328 -1.514 -3.371
O 3.765 -0.486 -5.589
N 2.024 -1.551 -4.251
C 1.321 -1.829 -2.997
C 0.192 -0.843 -2.734
C -0.626 -1.277 -1.525
O -0.891 -2.453 -1.343
O -0.994 -0.270 -0.783
H 2.257 5.277 -1.997
H 2.940 4.594 -0.514
H 1.240 4.357 -0.889
H 1.874 3.848 -3.966
H 2.381 1.741 -5.152
H 3.818 0.040 -1.495
H 3.291 2.128 -0.312
H 1.449 -1.236 -5.022
H 2.057 -1.803 -2.192
H 0.925 -2.843 -3.030
H -0.478 -0.826 -3.601
H 0.563 0.170 -2.573
*
```

Atomic partial charges in e from the Mulliken method, atoms 1 to 8:
1. Cr -0.488
2. O -0.599
3. C 0.962
4. C -0.441
5. C -0.346
6. N 0.951
7. C 0.911
8. C -1.712

***

Entry 4:
The following is a quantum chemistry calculation of a cluster of 4 separate species, C24H20F4 in total in a non-equilibrium geometry, from the Open Molecules 2025 dataset.

Orbital gap: 9.64 eV
E_LUMO: 0.66 eV
ΔE to the lowest compared entry with this formula, charge and spin: 5.2437 eV

```
! wB97M-V def2-TZVPD RIJCOSX def2/J DEFGRID3
* xyz 0 1
F 27.307 3.065 39.799
C 26.779 2.109 40.697
C 26.808 0.709 40.291
C 26.168 -0.145 41.209
C 25.548 0.227 42.332
C 25.388 1.603 42.591
C 26.040 2.501 41.782
H 27.111 0.242 39.459
H 26.003 -1.300 40.875
H 24.945 -0.529 43.041
H 24.724 1.930 43.389
H 26.140 3.622 42.074
F 23.661 -0.594 49.882
C 22.675 -0.127 49.082
C 21.278 -0.488 49.339
C 20.262 0.137 48.737
C 20.490 1.200 47.781
C 21.804 1.644 47.627
C 22.835 1.082 48.367
H 21.016 -1.493 49.719
H 19.374 -0.214 48.996
H 19.494 1.623 47.350
H 21.922 2.490 46.948
H 23.835 1.393 48.362
F 16.510 4.350 46.972
C 15.684 5.344 46.378
C 14.299 5.095 46.353
C 13.436 6.020 45.736
C 13.966 7.164 45.000
C 15.389 7.344 45.042
C 16.115 6.491 45.744
H 13.777 4.363 46.891
H 12.406 6.060 45.540
H 13.389 7.859 44.242
H 15.984 8.188 44.625
H 17.090 6.580 45.753
F 20.388 2.135 43.708
C 20.582 3.161 44.595
C 19.624 3.731 45.418
C 20.090 4.773 46.163
C 21.335 5.387 46.217
C 22.316 4.768 45.360
C 21.971 3.618 44.597
H 18.790 3.070 45.415
H 19.314 5.291 46.636
H 21.571 6.216 46.864
H 23.274 5.117 45.435
H 22.752 3.253 43.964
*
```

Atomic partial charges in e from the Mulliken method, atoms 1 to 8:
1. F -0.301
2. C 0.453
3. C -0.721
4. C 0.026
5. C -0.579
6. C 0.048
7. C -0.389
8. H 0.501

***

Entry 5:
The following is a quantum chemistry calculation of a structure of composition C24H20F9N2O13PS2W in a non-equilibrium geometry, from the Open Molecules 2025 dataset.

Orbital gap (spin up / spin down): 5.02 / 5.02 eV
E_LUMO (spin up / spin down): 3.95 / 3.95 eV
ΔE to the lowest compared entry with this formula, charge and spin: 1.1803 eV

```
! wB97M-V def2-TZVPD RIJCOSX def2/J DEFGRID3
* xyz -2 1
W 0.318 0.131 -1.010
O -3.278 -3.804 -4.065
C -2.525 -3.028 -3.216
C -3.111 -1.964 -2.541
C -2.301 -1.110 -1.809
N -0.929 -1.279 -1.758
C -0.419 -2.467 -2.206
C -1.165 -3.327 -2.966
C 0.985 -2.680 -1.688
O 1.607 -3.706 -1.901
O 1.390 -1.665 -0.978
C -2.673 0.128 -1.111
O -3.832 0.512 -0.954
O -1.601 0.800 -0.737
H -2.670 -4.257 -4.663
H -4.172 -1.780 -2.588
H -0.710 -4.226 -3.354
O 0.910 4.050 3.789
C 0.726 3.209 2.713
C 0.967 3.615 1.414
C 0.805 2.716 0.364
N 0.504 1.379 0.612
C 0.138 1.044 1.879
C 0.232 1.900 2.943
C -0.337 -0.385 1.923
O -0.730 -0.922 2.947
O -0.262 -0.938 0.752
C 0.798 3.018 -1.059
O 0.972 4.145 -1.530
O 0.526 1.940 -1.786
H 1.274 4.876 3.450
H 1.281 4.623 1.179
H -0.050 1.574 3.931
F 2.593 -0.195 1.581
C 3.680 0.444 1.145
F 4.739 -0.116 1.760
F 3.626 1.701 1.601
C 3.722 0.373 -0.406
O 2.521 0.633 -0.913
C 4.745 1.414 -0.949
F 4.251 2.646 -0.934
F 5.896 1.481 -0.244
F 5.101 1.138 -2.204
C 4.274 -1.050 -0.759
F 3.851 -1.986 0.082
F 3.985 -1.405 -1.996
F 5.630 -1.082 -0.665
C 2.521 1.510 -6.121
C 1.803 2.536 -5.252
C 2.600 2.860 -3.998
O 0.472 2.142 -4.911
P -0.021 0.646 -4.543
S -0.618 -0.298 -6.159
S 1.366 -0.312 -3.409
O -1.227 0.918 -3.500
C -2.364 1.795 -3.677
C -2.116 3.067 -2.877
C -2.681 2.107 -5.131
H 3.417 1.958 -6.548
H 1.875 1.176 -6.931
H 2.796 0.648 -5.516
H 1.651 3.457 -5.838
H 2.667 1.977 -3.366
H 2.110 3.644 -3.425
H 3.603 3.180 -4.275
H -3.203 1.241 -3.239
H -1.248 3.591 -3.274
H -1.916 2.805 -1.838
H -2.998 3.704 -2.919
H -1.837 2.611 -5.594
H -3.553 2.758 -5.160
H -2.893 1.198 -5.688
*
```

Atomic partial charges in e from the Mulliken method, atoms 1 to 8:
1. W 0.171
2. O -0.602
3. C 0.836
4. C -0.928
5. C 0.834
6. N 0.841
7. C 0.374
8. C -0.710

***

Entry 6:
The following is a quantum chemistry calculation of an isolated molecule of C24H20N2O5 in a non-equilibrium geometry, from the Open Molecules 2025 dataset.

Orbital gap: 6.79 eV
E_LUMO: -1.48 eV
ΔE to the lowest compared entry with this formula, charge and spin: 19.9644 eV

```
! wB97M-V def2-TZVPD RIJCOSX def2/J DEFGRID3
* xyz 0 1
C 0.257 2.022 -2.208
H 0.619 1.651 -3.297
O -0.928 1.705 -1.945
C -1.296 0.248 -1.833
C -0.396 -0.905 -2.175
C -0.849 -2.143 -1.837
C -2.177 -2.516 -1.371
C -3.035 -1.363 -1.433
C -2.721 -0.027 -1.541
C -3.610 1.010 -1.157
N -3.258 2.007 0.028
C -3.715 1.611 1.152
O -4.567 0.673 1.411
C -2.638 2.144 2.378
H -3.111 1.908 3.200
H -2.461 3.070 2.286
O -1.457 1.069 2.358
C -0.567 1.503 1.527
O -0.386 2.718 0.787
C 0.472 0.548 1.373
C 1.716 0.931 0.834
C 2.656 0.088 0.789
N 2.548 -1.189 0.714
C 1.266 -1.705 1.142
C 1.137 -2.984 0.729
C 0.000 -3.665 1.250
C -1.156 -3.030 1.547
C -0.981 -1.323 1.524
C 0.151 -0.933 1.393
H -1.835 -0.902 1.849
H -2.121 -3.165 1.716
H -0.258 -4.783 1.136
H 2.022 -3.732 0.754
C 4.083 0.306 0.256
C 5.197 -0.360 -0.026
C 6.286 0.849 -0.260
C 5.698 1.879 -0.308
O 4.382 1.777 0.477
H 6.045 2.910 -0.221
H 7.144 0.571 -0.477
H 5.376 -1.438 0.108
H 1.843 2.064 1.128
H -2.442 2.288 -0.101
H -3.770 1.600 -1.970
H -4.737 0.706 -0.987
H -3.867 -1.698 -1.032
H -2.291 -3.532 -1.391
H 0.074 -2.974 -2.017
H 0.624 -0.400 -2.394
H 0.828 1.751 -1.524
H 0.204 3.159 -2.342
*
```

Atomic partial charges in e from the Mulliken method, atoms 1 to 8:
1. C -0.644
2. H 0.263
3. O -0.195
4. C 1.122
5. C -0.802
6. C 0.455
7. C -1.372
8. C -0.932

***

Entry 7:
The following is a quantum chemistry calculation of a structure of composition C24H20N5O3Pt, from the Open Molecules 2025 dataset.

Orbital gap: 6.06 eV
E_LUMO: -4.18 eV
ΔE to the lowest compared entry with this formula, charge and spin: 0.0000 eV

```
! wB97M-V def2-TZVPD RIJCOSX def2/J DEFGRID3
* xyz 1 1
Pt -0.608 0.001 -0.514
O -5.875 3.694 1.628
C -4.844 4.210 1.183
O -4.452 5.372 1.033
C -3.768 3.152 0.775
C -2.537 3.568 0.279
C -1.603 2.614 -0.066
N -1.901 1.315 0.083
C -3.079 0.881 0.559
C -4.046 1.794 0.917
C -3.150 -0.593 0.638
C -4.227 -1.270 1.176
C -4.200 -2.655 1.232
C -3.092 -3.330 0.747
C -2.047 -2.598 0.217
N -2.066 -1.265 0.162
C -0.234 2.824 -0.589
C 0.340 4.068 -0.749
C 1.647 4.156 -1.206
C 2.350 2.999 -1.483
C 1.728 1.775 -1.310
N 0.465 1.688 -0.883
H -2.384 4.638 0.193
H -5.025 1.539 1.305
H -5.074 -0.713 1.550
H -5.035 -3.198 1.653
H -3.030 -4.409 0.771
H -1.169 -3.082 -0.188
H -0.230 4.955 -0.510
H 2.109 5.125 -1.333
H 3.374 3.025 -1.827
H 2.244 0.848 -1.488
C 5.717 -1.033 1.048
C 4.288 -0.883 0.609
O 3.966 -0.421 -0.474
N 3.334 -1.305 1.492
C 1.928 -1.300 1.131
C 1.673 -2.005 -0.181
C 2.356 -3.169 -0.506
C 2.141 -3.774 -1.725
C 1.247 -3.195 -2.618
C 0.577 -2.059 -2.229
N 0.765 -1.485 -1.023
H 6.322 -0.288 0.540
H 6.076 -2.021 0.754
H 5.830 -0.932 2.127
H 3.614 -1.716 2.366
H 1.537 -0.283 1.081
H 1.377 -1.816 1.920
H 3.073 -3.572 0.197
H 2.672 -4.679 -1.990
H 1.066 -3.616 -3.596
H -0.138 -1.575 -2.879
*
```

Atomic partial charges in e from the Mulliken method, atoms 1 to 8:
1. Pt 0.438
2. O -0.705
3. C 0.449
4. O -0.702
5. C -0.336
6. C -0.854
7. C 0.844
8. N 0.147

***

Entry 8:
The following is a quantum chemistry calculation of a structure of composition C24H20O3PRbS5 in a non-equilibrium geometry, from the Open Molecules 2025 dataset.

Orbital gap: 4.52 eV
E_LUMO: 4.08 eV
ΔE to the lowest compared entry with this formula, charge and spin: 0.4214 eV

```
! wB97M-V def2-TZVPD RIJCOSX def2/J DEFGRID3
* xyz -2 1
Rb -0.247 -1.627 -2.376
C -1.674 -3.787 1.287
C -2.441 -4.419 0.313
C -1.817 -5.047 -0.758
C -0.427 -5.050 -0.857
C 0.337 -4.421 0.117
C -0.288 -3.788 1.186
H -2.158 -3.269 2.108
H -3.523 -4.396 0.375
H -2.414 -5.515 -1.534
H 0.064 -5.496 -1.713
H 1.415 -4.370 0.016
H 0.317 -3.260 1.914
S 1.373 -4.039 -4.132
S 2.825 -2.704 -3.528
S 3.578 -3.204 -1.645
S 2.777 -1.991 -0.178
O -3.578 0.804 -3.157
S -2.365 0.634 -2.385
O -1.140 0.579 -3.185
O -2.423 -0.436 -1.397
C -2.158 2.128 -1.422
C -3.000 3.207 -1.662
C -2.821 4.387 -0.960
C -1.796 4.487 -0.028
C -0.959 3.403 0.204
C -1.124 2.204 -0.480
P -0.002 0.737 -0.212
C -0.056 0.566 1.617
C -1.127 0.976 2.408
C -1.142 0.712 3.774
C -0.087 0.031 4.365
C 0.975 -0.404 3.579
C 0.989 -0.149 2.216
C 1.616 1.572 -0.457
C 2.330 2.295 0.490
C 3.556 2.860 0.166
C 4.082 2.702 -1.112
C 3.377 1.979 -2.064
C 2.154 1.416 -1.734
H -3.784 3.094 -2.399
H -3.474 5.233 -1.142
H -1.647 5.410 0.519
H -0.160 3.493 0.933
H -1.963 1.496 1.955
H -1.983 1.039 4.375
H -0.097 -0.170 5.430
H 1.795 -0.956 4.024
H 1.804 -0.521 1.602
H 1.947 2.396 1.501
H 4.111 3.410 0.918
H 5.052 3.121 -1.355
H 3.789 1.822 -3.053
H 1.614 0.826 -2.468
*
```

Atomic partial charges in e from the Mulliken method, atoms 1 to 8:
1. Rb 0.782
2. C -0.339
3. C -0.309
4. C -0.368
5. C -0.355
6. C -0.490
7. C -0.085
8. H 0.335